No. 1
C12H12MnN2O2SSbSe4 | ωB97M-V with the def2-TZVPD basis set

Properties
total charge: +2
E_HOMO (spin up / spin down): -14.774 / -14.767 eV
frontier orbital gap (spin up / spin down): 6.1 / 6.1 eV

Atoms and positions in Å:
C  2.97608  -0.78736  -0.46155
S  -1.45151  0.53531  -2.69301
H  0.23045  -4.41927  0.54335
H  3.58853  -1.05958  0.39536
Se  2.87043  4.85620  2.04486
H  -2.26932  -4.31345  0.07258
C  -1.71894  -0.90866  -1.70308
H  2.83873  0.29452  -0.48428
C  -3.19978  -2.63901  -0.88455
H  3.52854  -1.06288  -1.36460
N  0.60586  -0.91576  -0.99319
C  -3.00461  -1.42885  -1.53985
O  -1.34767  0.60365  0.57519
Se  -0.19018  4.38866  -0.67419
Sb  2.38727  4.46688  -0.20722
C  -2.12186  -3.34453  -0.38756
N  0.62810  2.17089  1.42202
C  -0.61156  -1.57069  -1.06757
C  0.32496  -3.43666  0.09706
C  1.54547  -2.80670  0.07206
H  1.09379  1.37819  1.86231
Mn  -0.44954  0.59600  -0.93648
Se  3.55589  4.98817  -2.14597
H  1.23761  2.98273  1.59403
C  -0.70550  2.41364  2.02295
C  1.67970  -1.51566  -0.45775
H  -0.67198  2.52284  3.10822
H  -1.10122  3.34700  1.61206
O  -2.70620  1.07674  2.25219
H  -3.84611  -0.88325  -1.94698
Se  0.60909  2.28772  -0.65489
C  -0.82206  -2.81508  -0.44693
C  -1.70224  1.31365  1.66729
H  -4.19990  -3.03733  -0.79030
H  2.41967  -3.27808  0.49844

No. 2
C12H12N6O2PtSe3Te2 | ωB97M-V with the def2-TZVPD basis set

Properties
E_HOMO (spin up / spin down): -7.814 / -7.752 eV
frontier orbital gap (spin up / spin down): 5.7 / 5.5 eV

Atoms and positions in Å:
H  3.31724  -0.41252  0.32550
C  1.75114  3.22847  -1.00630
C  3.33657  -1.34128  3.20769
H  3.94527  1.06469  -0.43702
H  -0.65690  -0.37320  -2.15975
H  -1.50768  2.26916  -2.99581
H  2.96010  1.15877  1.04448
N  2.32108  -2.02787  3.72920
C  -0.60615  2.53929  -2.46416
Pt  -0.65934  -2.41889  0.71119
C  0.94579  4.19314  -1.58370
C  1.43729  -2.43352  2.90723
C  1.35205  1.90914  -1.17242
Se  1.38199  -2.12880  -0.75496
C  -0.21328  3.85417  -2.29548
C  -2.47336  -0.56603  -0.49947
H  1.21358  5.23570  -1.48028
C  -2.83972  -0.36452  0.95939
N  1.90420  0.71523  -0.71213
H  -1.12504  -0.04408  2.08907
N  -1.74526  -0.80671  1.84598
C  3.10734  0.62915  0.10530
N  0.13850  0.18981  -1.87198
O  -1.75251  -1.63296  -0.78038
Se  -3.64615  -4.03307  -1.78941
H  -3.10718  0.67691  1.12563
O  -2.82321  0.21053  -1.36090
Te  -2.13137  -4.46196  1.74519
Te  -1.59061  -4.68286  -0.93236
Se  -4.39936  -3.78246  1.82083
H  -2.11151  -1.20026  2.70589
C  0.20910  1.57414  -1.89105
H  2.64135  3.48662  -0.44967
N  4.21745  -0.71090  2.80288
H  -0.81760  4.64333  -2.72140
C  1.13923  -0.30641  -1.12765
N  0.59824  -2.85478  2.21051
H  -3.71130  -0.99516  1.15035

No. 3
C12H12OP2 | ωB97M-V with the def2-TZVPD basis set

Properties
E_HOMO: -7.971 eV
SMILES string: P[C@H]1Cc2c(ccc3ccccc23)OP1
frontier orbital gap: 8.4 eV

Atoms and positions in Å:
H  3.37056  -2.75723  -0.04425
C  3.44483  0.66770  0.31124
H  -1.25183  -2.06751  -0.10514
P  -3.36578  1.15162  0.10220
C  -0.65485  1.38765  -0.16567
H  2.36919  3.09502  -0.04131
H  -3.54764  0.82465  -1.17080
H  4.89757  -0.83199  0.47897
C  -2.69927  -0.56175  0.51123
H  -4.94110  -1.38379  0.98808
C  0.26588  2.45163  -0.16515
C  1.13074  -0.17710  -0.07685
C  1.59273  2.25936  -0.06463
C  2.07231  0.88931  0.15174
H  -0.14649  3.35394  -0.36055
C  -1.33763  -0.99257  -0.34386
C  3.86667  -0.63706  0.41525
C  -0.25695  0.00525  -0.17585
O  -1.95741  1.87504  -0.02160
H  0.92581  -2.32745  -0.10639
H  -2.32257  -0.80035  1.54138
C  2.99150  -1.72380  0.14074
C  1.67076  -1.51731  -0.19002
P  -4.00132  -1.78965  0.11056
H  -1.53185  -0.88242  -1.38902
H  -4.55239  -1.04940  -1.11240
H  3.96854  1.53821  0.78209

No. 4
C12H13AlNO3STm | ωB97M-V with the def2-TZVPD basis set

Properties
total charge: +2
2S+1: 3
E_HOMO (spin up / spin down): -12.890 / -12.890 eV
frontier orbital gap (spin up / spin down): 4.1 / 2.4 eV

Atoms and positions in Å:
H  4.33931  0.28939  0.34618
H  3.34888  -3.65359  -1.37379
O  -0.30008  -1.04082  -1.15511
H  3.27464  0.22597  1.93789
H  1.88048  -1.68174  1.14764
C  3.30622  0.05810  0.77201
H  -5.57300  -1.63024  0.32509
O  2.61438  -4.50029  0.35336
H  2.38476  -1.42131  -0.63559
C  3.26054  -3.59874  -0.23143
C  -4.34922  1.93003  -0.41508
C  0.08863  0.77614  0.58585
Al  1.92439  1.28721  -0.19749
C  -2.39584  0.10044  -0.32410
C  -0.79158  -0.15872  -0.40726
H  -4.69721  3.01684  -0.52647
H  -2.05071  2.39497  -0.74426
C  -2.84720  1.60187  -0.52849
N  2.30440  3.15060  -0.00079
H  -2.93929  -2.14781  0.13143
C  -5.31400  0.72655  -0.09511
C  2.80536  3.52421  -1.13685
H  1.94801  0.86883  -1.74493
Tm  2.42195  -1.02775  3.01954
H  0.14744  0.18028  1.57746
S  3.71765  3.78682  -2.51995
H  -6.43124  0.97250  0.01733
O  3.83300  -2.46517  0.48985
C  -3.35565  -1.09365  -0.02128
C  2.78470  -1.46629  0.45370
C  -4.87049  -0.76647  0.09032
H  -0.46925  1.76186  0.81034

Calculated values (eV/A) of max |F| for the records, taken in order: 3.9 0.6 4.1 6.0.